Entry 1:
C18H20ClCsN4O5S2 | the ωB97M-V functional and the def2-TZVPD basis

## Properties
**HOMO level**: -8.99 eV
**Total charge**: 0
**Energy above the lowest of the compared OMol25 structures with the same formula, charge and spin**: 6.1 kcal per mole

Atoms and positions in Å:
Cs 2.390 -0.961 1.422
O 4.900 2.600 -2.454
C 3.833 3.300 -2.805
O 3.898 4.237 -3.562
C 2.541 2.888 -2.182
C 1.416 3.677 -2.069
Cl 1.119 5.231 -2.679
N 0.479 2.970 -1.391
N 0.937 1.739 -1.078
C 2.164 1.674 -1.557
C 2.973 0.435 -1.267
O 4.171 0.614 -0.938
O 2.352 -0.650 -1.233
C -0.836 3.341 -0.977
C -1.870 2.449 -1.217
C -3.152 2.764 -0.800
C -3.398 3.967 -0.153
C -2.356 4.852 0.087
C -1.068 4.538 -0.317
H 4.680 1.886 -1.789
H -1.650 1.524 -1.729
H -3.965 2.075 -0.988
H -4.402 4.217 0.166
H -2.550 5.784 0.600
H -0.239 5.203 -0.119
S 1.640 -0.516 4.955
C 0.386 -1.491 4.507
N -0.864 -1.080 4.266
C -1.905 -2.092 4.212
C -1.211 -3.359 3.725
S 0.488 -3.227 4.373
H -1.075 -0.100 4.373
H -2.699 -1.789 3.532
H -2.330 -2.236 5.211
H -1.143 -3.388 2.641
H -1.680 -4.261 4.110
C 0.532 -4.701 -0.298
N -0.003 -3.565 -1.037
C -0.104 -3.632 -2.491
C -0.295 -2.453 -0.332
C -0.819 -1.248 -1.051
O -0.111 -2.432 0.896
H 0.852 -5.462 -1.004
H -0.222 -5.124 0.367
H 1.383 -4.402 0.313
H 0.206 -4.622 -2.812
H 0.544 -2.897 -2.970
H -1.129 -3.479 -2.830
H -1.182 -1.461 -2.052
H -0.010 -0.519 -1.128
H -1.614 -0.816 -0.448

Entry 2:
C18H20ClNO2S | the ωB97M-V functional and the def2-TZVPD basis

## Properties
**HOMO level**: -6.15 eV
**Total charge**: 0
**Energy above the lowest of the compared OMol25 structures with the same formula, charge and spin**: 138.1 kcal per mole

Atoms and positions in Å:
C 2.554 -3.907 -2.820
N 2.574 -2.952 -1.730
C 3.825 -2.240 -1.471
C 1.467 -2.775 -1.024
C 1.385 -1.856 0.031
C 0.184 -1.360 0.606
C 0.300 -0.031 1.268
C -0.718 0.924 1.194
C -0.623 2.135 1.876
C 0.441 2.376 2.766
C 1.462 1.414 2.906
C 1.384 0.210 2.185
H 3.527 -3.870 -3.307
H 2.312 -4.943 -2.505
H 1.797 -3.581 -3.547
H 4.528 -2.616 -2.226
H 3.670 -1.163 -1.640
H 4.238 -2.384 -0.454
H 0.570 -3.330 -1.312
H 2.320 -1.424 0.440
H -0.781 -1.841 0.397
H -1.536 0.654 0.519
H -1.385 2.882 1.699
H 0.516 3.328 3.291
H 2.317 1.603 3.588
H 2.195 -0.535 2.327
Cl 0.181 -2.634 2.775
C -1.392 -3.327 2.693
S -1.463 -5.009 2.124
C -2.329 -5.927 3.433
C -1.575 -6.633 4.368
C -2.240 -7.449 5.287
C -3.626 -7.532 5.299
C -4.361 -6.786 4.387
C -3.726 -5.962 3.449
O -2.301 -5.085 0.943
O -0.105 -5.546 2.086
H -2.092 -2.994 3.482
H -0.487 -6.586 4.343
H -1.649 -8.022 5.985
H -4.134 -8.198 5.999
H -5.443 -6.836 4.376
H -4.299 -5.396 2.713

Taking the records one at a time from the top gives orbital gap values of 8.79; 5.04 eV.